[1]
C34H32N19O4RbSeTe | ωB97M-V with the def2-TZVPD basis set

Frontier orbital gap (hartree): 0.1758
Relative energy (zero: lowest compared OMol25 entry of this formula, charge and spin) (kJ/mol): 138.93
Largest force on an atom (eV Å⁻¹): 1.59
Total charge: -2

Geometry as XYZ:
```
92
C34H32N19O4RbSeTe | the OMol25 dataset | ωB97M-V with the def2-TZVPD basis set
Rb -1.366 -0.815 0.319
N -0.756 -0.805 4.879
C -1.896 -0.050 4.710
N -2.179 0.999 5.494
N -3.348 1.457 5.035
N -3.725 0.723 4.031
N -2.830 -0.254 3.802
C -0.382 -1.862 4.047
N 0.183 -2.947 4.549
N 0.511 -3.673 3.470
N 0.149 -3.043 2.394
N -0.423 -1.866 2.708
H -0.438 -0.887 5.829
O 1.446 -2.452 -2.709
C 0.909 -2.551 -3.789
C -0.514 -2.414 -4.060
C -0.905 -2.462 -5.386
C -2.231 -2.351 -5.764
C -3.229 -2.199 -4.776
C -2.888 -2.156 -3.463
C -1.517 -2.266 -3.002
O -1.258 -2.255 -1.780
N -2.588 -2.394 -7.145
O -1.704 -2.534 -7.987
O -3.772 -2.288 -7.452
H 1.527 -2.805 -4.678
H -0.157 -2.580 -6.162
H -4.262 -2.140 -5.091
H -3.644 -2.038 -2.697
N 4.116 4.193 -4.821
C 3.582 3.459 -4.118
C 2.923 2.555 -3.211
C 3.591 2.088 -2.084
C 2.912 1.244 -1.223
N 1.646 0.876 -1.397
C 1.020 1.321 -2.483
C 1.612 2.151 -3.422
H 4.610 2.389 -1.887
H 3.404 0.857 -0.336
H -0.011 1.002 -2.601
H 1.062 2.492 -4.288
C 1.989 -5.096 0.802
Te 0.818 -3.767 -0.455
C 2.320 -2.385 0.145
C 3.552 -3.193 0.432
C 4.833 -2.655 0.365
C 5.949 -3.433 0.646
C 5.786 -4.762 1.012
C 4.508 -5.306 1.074
C 3.386 -4.539 0.777
H 1.964 -6.130 0.461
H 1.586 -5.051 1.818
H 1.969 -1.888 1.054
H 2.468 -1.646 -0.640
H 4.961 -1.616 0.080
H 6.943 -3.007 0.572
H 6.650 -5.375 1.241
H 4.377 -6.345 1.357
C -0.923 2.921 2.717
N -0.202 4.046 3.332
C 0.089 5.031 2.295
N 0.887 4.473 1.197
C 0.141 3.336 0.634
N -0.142 2.308 1.634
C 1.131 1.838 2.185
N 1.900 2.935 2.794
C 1.071 3.536 3.848
C 2.134 3.951 1.768
H -1.872 3.281 2.316
H -1.130 2.176 3.487
H 0.639 5.865 2.740
H -0.854 5.406 1.889
H 0.735 2.900 -0.169
H -0.800 3.709 0.224
H 1.719 1.395 1.379
H 0.934 1.079 2.946
H 1.624 4.363 4.301
H 0.863 2.784 4.611
H 2.731 3.512 0.964
H 2.689 4.782 2.211
Se -4.934 -0.495 2.228
N -6.279 0.505 1.756
C -5.929 1.087 0.588
C -6.691 1.990 -0.166
C -6.182 2.412 -1.370
C -4.912 1.973 -1.788
N -4.148 1.148 -1.102
C -4.655 0.691 0.061
N -3.979 -0.194 0.819
H -7.650 2.333 0.202
H -6.755 3.079 -2.002
H -4.495 2.322 -2.727
```

[2]
C34H32N3O4 | ωB97M-V with the def2-TZVPD basis set

Frontier orbital gap (hartree): 0.1856
Relative energy (zero: lowest compared OMol25 entry of this formula, charge and spin) (kJ/mol): 241.55
Largest force on an atom (eV Å⁻¹): 9.53
Total charge: -1

Geometry as XYZ:
```
73
C34H32N3O4 | the OMol25 dataset | ωB97M-V with the def2-TZVPD basis set
C 3.326 -3.288 -0.545
C 3.515 -2.586 0.786
C 4.731 -3.116 1.547
O 3.760 -1.165 0.606
C 2.693 -0.398 0.261
O 2.857 0.790 0.060
C 1.367 -1.050 0.249
C 0.341 -0.450 -0.413
C -1.030 -0.929 -0.272
C -1.300 -2.312 -0.394
C -2.542 -2.851 -0.116
C -3.604 -1.997 0.297
N -4.836 -2.514 0.578
C -5.179 -3.867 0.191
C -4.027 -4.826 0.432
C -2.738 -4.328 -0.219
C -5.979 -1.647 0.774
C -5.601 -0.413 1.573
C -4.425 0.315 0.925
C -3.354 -0.605 0.435
C -2.103 -0.096 0.122
C 1.243 -2.025 1.373
O 0.270 -2.148 2.083
O 2.372 -2.753 1.655
H 2.468 -2.893 -1.100
H 4.236 -3.159 -1.144
H 3.181 -4.360 -0.362
H 4.838 -2.569 2.488
H 4.601 -4.180 1.758
H 5.632 -2.972 0.945
H 0.759 0.283 -1.214
H -0.499 -2.979 -0.720
H -6.058 -4.160 0.777
H -5.467 -3.893 -0.876
H -3.867 -4.940 1.511
H -4.293 -5.806 0.030
H -2.727 -4.618 -1.281
H -1.881 -4.832 0.244
H -6.397 -1.344 -0.203
H -6.747 -2.231 1.295
H -6.467 0.250 1.634
H -5.332 -0.707 2.594
H -4.792 0.922 0.083
H -3.993 1.020 1.646
H -1.928 0.973 0.265
C 5.641 4.000 -2.485
C 5.307 4.153 -1.133
C 4.006 3.893 -0.701
C 3.023 3.476 -1.617
C 1.674 3.026 -1.193
N 1.081 2.231 -2.017
C 0.068 1.263 -1.703
C -0.555 0.799 -2.936
N -1.044 0.378 -3.906
C 1.122 3.524 0.096
C 1.338 4.863 0.470
C 0.730 5.395 1.609
C -0.162 4.610 2.352
C -0.374 3.271 1.999
C 0.329 2.715 0.928
C 3.366 3.316 -2.968
C 4.665 3.582 -3.404
H 6.659 4.202 -2.820
H 6.059 4.469 -0.408
H 3.749 3.978 0.356
H -0.702 1.672 -1.046
H 1.995 5.488 -0.138
H 0.947 6.424 1.903
H -0.684 5.039 3.209
H -1.074 2.646 2.560
H 0.296 1.635 0.749
H 2.603 2.951 -3.656
H 4.911 3.457 -4.458
```

[3]
C34H32N6OPS2Y | ωB97M-V with the def2-TZVPD basis set

Frontier orbital gap (hartree): 0.2745
Relative energy (zero: lowest compared OMol25 entry of this formula, charge and spin) (kJ/mol): 41.20
Largest force on an atom (eV Å⁻¹): 1.58

Geometry as XYZ:
```
77
C34H32N6OPS2Y | the OMol25 dataset | ωB97M-V with the def2-TZVPD basis set
Y -1.058 0.866 -1.082
C -0.663 -5.440 -2.334
C -1.012 -5.013 -0.916
N -1.871 -3.844 -0.871
C -1.444 -2.559 -0.998
S -2.719 -1.371 -1.045
N -0.131 -2.439 -1.087
N 0.343 -1.140 -1.078
C 1.592 -1.032 -1.354
C 2.447 -2.177 -1.790
C 2.224 0.310 -1.172
C 3.602 0.463 -1.176
C 4.143 1.713 -0.918
C 3.297 2.779 -0.667
C 1.933 2.551 -0.701
N 1.416 1.351 -0.950
H -0.055 -6.348 -2.332
H -0.105 -4.649 -2.837
H -1.569 -5.638 -2.912
H -0.108 -4.788 -0.354
H -1.531 -5.817 -0.391
H -2.868 -3.969 -0.867
H 1.828 -2.973 -2.188
H 3.014 -2.585 -0.945
H 3.165 -1.847 -2.545
H 4.242 -0.390 -1.353
H 5.218 1.847 -0.904
H 3.673 3.769 -0.453
H 1.224 3.347 -0.520
O -0.796 0.310 -3.304
N -0.826 1.046 -4.401
C -0.854 0.370 -5.577
C -0.866 1.030 -6.769
C -0.852 2.430 -6.750
C -0.833 3.090 -5.551
C -0.822 2.402 -4.317
S -0.802 3.170 -2.785
H -0.867 -0.702 -5.457
H -0.888 0.462 -7.688
H -0.859 2.990 -7.677
H -0.828 4.170 -5.503
C 3.713 -1.016 2.238
C 3.293 0.296 2.415
C 1.935 0.606 2.390
C 0.980 -0.388 2.182
C 1.418 -1.699 1.981
C 2.769 -2.016 2.021
P -0.835 -0.082 2.055
C -1.403 -0.460 3.762
C -2.777 -0.384 4.011
C -3.286 -0.613 5.280
C -2.428 -0.942 6.325
C -1.067 -1.041 6.085
C -0.557 -0.801 4.812
C -0.957 1.752 2.034
C -0.780 2.519 3.192
C -0.836 3.902 3.123
C -1.063 4.516 1.892
C -1.227 3.741 0.753
C -1.180 2.331 0.768
H 4.769 -1.259 2.266
H 4.021 1.083 2.570
H 1.620 1.635 2.519
H 0.692 -2.476 1.761
H 3.087 -3.041 1.870
H -3.456 -0.136 3.202
H -4.352 -0.543 5.455
H -2.821 -1.122 7.318
H -0.393 -1.303 6.891
H 0.511 -0.874 4.646
H -0.611 2.037 4.149
H -0.709 4.498 4.019
H -1.110 5.598 1.829
H -1.408 4.260 -0.186
N -4.607 1.897 -1.005
C -3.551 1.648 -1.407
H -5.524 2.129 -0.690
```

[4]
C34H32NP2S2V | ωB97M-V with the def2-TZVPD basis set

Multiplicity: 2
<S²>: 0.7620
Frontier orbital gap (alpha / beta) (hartree): 0.2217 / 0.2067
Largest force on an atom (eV Å⁻¹): 1.71
Total charge: -1

Geometry as XYZ:
```
72
C34H32NP2S2V | the OMol25 dataset | ωB97M-V with the def2-TZVPD basis set
V -0.162 -0.338 -0.832
C 1.098 2.244 -1.868
P 1.483 1.323 -0.286
C 2.971 0.295 -0.471
C 3.544 -0.147 -1.657
C 4.529 -1.120 -1.624
C 4.942 -1.662 -0.419
C 4.366 -1.236 0.770
C 3.391 -0.264 0.740
C 2.208 2.788 0.557
C 1.314 3.658 1.174
C 1.769 4.821 1.766
C 3.123 5.122 1.757
C 4.014 4.264 1.135
C 3.564 3.100 0.540
C -0.385 2.422 -1.734
C -1.293 3.457 -1.848
C -2.567 2.900 -1.583
C -2.366 1.558 -1.324
C -3.222 0.377 -0.977
P -2.118 -0.435 0.291
C -2.783 -2.059 0.772
C -2.452 -3.129 -0.065
C -2.703 -4.428 0.325
C -3.283 -4.686 1.560
C -3.604 -3.633 2.403
C -3.342 -2.331 2.020
C -2.585 0.611 1.714
C -3.908 0.832 2.093
C -4.192 1.659 3.162
C -3.162 2.280 3.852
C -1.844 2.069 3.475
C -1.559 1.230 2.414
N -1.042 1.293 -1.391
H 1.306 1.573 -2.715
H 1.659 3.177 -1.978
H 3.201 0.245 -2.605
H 4.971 -1.476 -2.546
H 5.700 -2.435 -0.405
H 4.664 -1.688 1.710
H 2.898 0.055 1.655
H 0.258 3.417 1.160
H 1.071 5.496 2.241
H 3.481 6.028 2.227
H 5.067 4.511 1.113
H 4.260 2.438 0.044
H -1.082 4.480 -2.116
H -3.508 3.425 -1.597
H -3.309 -0.303 -1.834
H -4.210 0.637 -0.593
H -1.966 -2.912 -1.010
H -2.428 -5.254 -0.318
H -3.470 -5.705 1.873
H -4.045 -3.828 3.374
H -3.562 -1.518 2.697
H -4.711 0.344 1.554
H -5.220 1.823 3.457
H -3.390 2.930 4.684
H -1.041 2.560 4.008
H -0.534 1.039 2.098
C 1.665 -4.466 -1.724
C 0.962 -3.134 -1.790
S 0.933 -2.252 -0.289
C 0.379 -2.648 -2.903
C 0.310 -3.351 -4.227
S -0.430 -1.101 -2.916
H 2.041 -4.604 -0.712
H 2.511 -4.512 -2.416
H 0.986 -5.290 -1.960
H 0.751 -4.343 -4.170
H 0.825 -2.764 -4.989
H -0.737 -3.430 -4.527
```

[5]
C34H33BF8FeN3O3SbTe | ωB97M-V with the def2-TZVPD basis set

Multiplicity: 5
<S²>: 6.1077
Frontier orbital gap (alpha / beta) (hartree): 0.2669 / 0.2751
Relative energy (zero: lowest compared OMol25 entry of this formula, charge and spin) (kJ/mol): 590.82
Largest force on an atom (eV Å⁻¹): 1.70

Geometry as XYZ:
```
85
C34H33BF8FeN3O3SbTe | the OMol25 dataset | ωB97M-V with the def2-TZVPD basis set
Fe -0.265 -0.133 0.779
N 2.629 0.220 2.757
C 2.859 0.224 1.395
C 4.152 0.567 0.968
C 4.433 0.569 -0.370
C 3.431 0.218 -1.278
C 2.204 -0.117 -0.773
N 1.911 -0.127 0.543
C 1.454 0.101 3.478
C 1.487 0.536 4.810
C 0.389 0.335 5.604
C -0.718 -0.325 5.075
C -0.678 -0.702 3.758
N 0.378 -0.478 2.946
H 3.353 0.693 3.273
H 4.902 0.836 1.700
H 5.421 0.840 -0.717
H 3.599 0.227 -2.345
H 1.394 -0.392 -1.436
H 2.369 1.038 5.186
H 0.391 0.681 6.629
H -1.602 -0.517 5.665
H -1.519 -1.196 3.299
F -8.005 -0.568 1.415
C -6.742 -0.505 0.950
C -6.000 0.635 1.196
C -4.702 0.699 0.716
C -4.179 -0.363 -0.020
C -4.939 -1.506 -0.230
C -6.238 -1.585 0.258
Sb -2.229 -0.212 -0.806
C -2.350 1.384 -2.180
C -1.600 1.283 -3.346
C -1.640 2.293 -4.294
C -2.435 3.393 -4.044
F -2.479 4.377 -4.963
C -3.185 3.523 -2.894
C -3.134 2.507 -1.950
C -2.399 -1.703 -2.343
C -1.481 -2.726 -2.552
C -1.691 -3.684 -3.539
C -2.833 -3.599 -4.305
F -3.054 -4.530 -5.252
C -3.761 -2.586 -4.141
C -3.530 -1.637 -3.159
H -6.430 1.447 1.766
H -4.085 1.558 0.951
H -4.534 -2.351 -0.773
H -6.850 -2.464 0.107
H -0.983 0.413 -3.534
H -1.066 2.239 -5.210
H -3.781 4.410 -2.735
H -3.688 2.620 -1.031
H -0.582 -2.782 -1.956
H -0.983 -4.483 -3.719
H -4.637 -2.552 -4.773
H -4.245 -0.831 -3.036
F -0.590 3.775 2.841
Te -0.383 2.499 1.378
F -2.219 2.921 0.841
F -0.018 4.018 0.352
F -2.022 0.180 1.618
F 1.586 2.614 1.645
O -0.192 1.439 -0.308
C 2.192 -3.618 1.243
C 0.849 -3.923 0.598
C 1.020 -4.938 -0.518
O 0.394 -2.678 -0.004
B -0.619 -2.165 0.774
O -1.064 -3.023 1.712
C -0.296 -4.263 1.624
C -1.259 -5.336 1.143
C 0.193 -4.577 3.026
H 2.877 -3.261 0.473
H 2.620 -4.510 1.702
H 2.101 -2.836 1.999
H 1.782 -4.577 -1.210
H 0.097 -5.094 -1.071
H 1.355 -5.898 -0.119
H -1.702 -5.068 0.184
H -2.064 -5.437 1.870
H -0.759 -6.300 1.045
H 0.742 -3.741 3.455
H 0.837 -5.459 3.023
H -0.665 -4.784 3.665
```

[6]
C34H33MnNO6P2S3 | ωB97M-V with the def2-TZVPD basis set

Multiplicity: 6
<S²>: 8.7546
Frontier orbital gap (alpha / beta) (hartree): 0.3041 / 0.3264
Relative energy (zero: lowest compared OMol25 entry of this formula, charge and spin) (kJ/mol): 0.00
Largest force on an atom (eV Å⁻¹): 0.40

Geometry as XYZ:
```
80
C34H33MnNO6P2S3 | the OMol25 dataset | ωB97M-V with the def2-TZVPD basis set
Mn -1.294 0.756 1.632
C 2.725 -0.735 -5.038
S 3.319 -2.038 -3.944
C 3.967 -1.006 -2.604
C 2.918 -0.211 -1.840
C 1.870 -1.109 -1.199
N 0.943 -0.401 -0.299
P -0.557 0.255 -0.776
C -1.326 -1.047 -1.780
C -1.018 -1.250 -3.127
C -1.567 -2.316 -3.823
C -2.436 -3.188 -3.181
C -2.750 -2.996 -1.843
C -2.199 -1.931 -1.146
C -0.196 1.610 -1.932
C -1.098 1.975 -2.929
C -0.870 3.106 -3.701
C 0.253 3.888 -3.475
C 1.143 3.547 -2.465
C 0.913 2.420 -1.691
P 1.115 -0.412 1.388
C 2.841 0.082 1.637
C 3.908 -0.811 1.588
C 5.213 -0.337 1.634
C 5.456 1.027 1.735
C 4.395 1.922 1.803
C 3.092 1.449 1.759
C 1.071 -2.159 1.887
C 1.529 -2.509 3.157
C 1.401 -3.812 3.612
C 0.808 -4.775 2.803
C 0.343 -4.431 1.544
C 0.470 -3.125 1.086
H 2.372 -1.217 -5.949
H 3.532 -0.049 -5.297
H 1.897 -0.175 -4.603
H 4.713 -0.331 -3.028
H 4.495 -1.691 -1.936
H 2.441 0.505 -2.511
H 3.415 0.375 -1.059
H 2.371 -1.899 -0.631
H 1.286 -1.620 -1.965
H -0.336 -0.578 -3.635
H -1.315 -2.467 -4.865
H -2.875 -4.014 -3.726
H -3.437 -3.663 -1.339
H -2.465 -1.788 -0.106
H -1.990 1.384 -3.101
H -1.576 3.379 -4.474
H 0.430 4.770 -4.078
H 2.010 4.165 -2.272
H 1.608 2.163 -0.900
H 3.724 -1.877 1.514
H 6.040 -1.035 1.593
H 6.474 1.392 1.773
H 4.582 2.983 1.901
H 2.264 2.147 1.822
H 1.986 -1.762 3.798
H 1.758 -4.075 4.599
H 0.704 -5.791 3.160
H -0.126 -5.175 0.913
H 0.095 -2.865 0.103
O -1.895 2.861 1.271
S -2.191 3.056 2.707
O -1.982 4.377 3.210
O -1.458 1.967 3.409
C -3.919 2.652 3.019
C -4.628 3.668 3.643
C -5.935 3.475 4.070
C -6.545 2.253 3.891
C -5.860 1.226 3.258
C -4.560 1.402 2.809
S -3.912 0.010 1.881
O -4.966 -0.950 1.749
O -3.411 0.610 0.638
O -2.707 -0.501 2.606
H -4.129 4.613 3.807
H -6.466 4.287 4.551
H -7.561 2.091 4.231
H -6.336 0.272 3.079
```

Which of these has the highest largest force on an atom? C34H32N3O4

What did the second record say?
C34H32N3O4 | ωB97M-V with the def2-TZVPD basis set

Frontier orbital gap (hartree): 0.1856
Relative energy (zero: lowest compared OMol25 entry of this formula, charge and spin) (kJ/mol): 241.55
Largest force on an atom (eV Å⁻¹): 9.53
Total charge: -1

Geometry as XYZ:
```
73
C34H32N3O4 | the OMol25 dataset | ωB97M-V with the def2-TZVPD basis set
C 3.326 -3.288 -0.545
C 3.515 -2.586 0.786
C 4.731 -3.116 1.547
O 3.760 -1.165 0.606
C 2.693 -0.398 0.261
O 2.857 0.790 0.060
C 1.367 -1.050 0.249
C 0.341 -0.450 -0.413
C -1.030 -0.929 -0.272
C -1.300 -2.312 -0.394
C -2.542 -2.851 -0.116
C -3.604 -1.997 0.297
N -4.836 -2.514 0.578
C -5.179 -3.867 0.191
C -4.027 -4.826 0.432
C -2.738 -4.328 -0.219
C -5.979 -1.647 0.774
C -5.601 -0.413 1.573
C -4.425 0.315 0.925
C -3.354 -0.605 0.435
C -2.103 -0.096 0.122
C 1.243 -2.025 1.373
O 0.270 -2.148 2.083
O 2.372 -2.753 1.655
H 2.468 -2.893 -1.100
H 4.236 -3.159 -1.144
H 3.181 -4.360 -0.362
H 4.838 -2.569 2.488
H 4.601 -4.180 1.758
H 5.632 -2.972 0.945
H 0.759 0.283 -1.214
H -0.499 -2.979 -0.720
H -6.058 -4.160 0.777
H -5.467 -3.893 -0.876
H -3.867 -4.940 1.511
H -4.293 -5.806 0.030
H -2.727 -4.618 -1.281
H -1.881 -4.832 0.244
H -6.397 -1.344 -0.203
H -6.747 -2.231 1.295
H -6.467 0.250 1.634
H -5.332 -0.707 2.594
H -4.792 0.922 0.083
H -3.993 1.020 1.646
H -1.928 0.973 0.265
C 5.641 4.000 -2.485
C 5.307 4.153 -1.133
C 4.006 3.893 -0.701
C 3.023 3.476 -1.617
C 1.674 3.026 -1.193
N 1.081 2.231 -2.017
C 0.068 1.263 -1.703
C -0.555 0.799 -2.936
N -1.044 0.378 -3.906
C 1.122 3.524 0.096
C 1.338 4.863 0.470
C 0.730 5.395 1.609
C -0.162 4.610 2.352
C -0.374 3.271 1.999
C 0.329 2.715 0.928
C 3.366 3.316 -2.968
C 4.665 3.582 -3.404
H 6.659 4.202 -2.820
H 6.059 4.469 -0.408
H 3.749 3.978 0.356
H -0.702 1.672 -1.046
H 1.995 5.488 -0.138
H 0.947 6.424 1.903
H -0.684 5.039 3.209
H -1.074 2.646 2.560
H 0.296 1.635 0.749
H 2.603 2.951 -3.656
H 4.911 3.457 -4.458
```